# C18H24N2O3S2

An isolated molecule of C18H24N2O3S2 (wB97M-V/def2-TZVPD, OMol25).

Its structure (SMILES) is CCCSCCCNC(=O)c1ccccc1NC(=O)C1=CSCCO1. The orbital gap is 8.56 eV. The multiplicity is 1. The value obtained for the HOMO energy is -8.0 eV.

Element x y z (Å)
C1 -4.496 -0.483 1.517
H1 -3.798 0.151 2.060
H2 -4.640 -0.073 0.520
C2 -3.965 -1.907 1.428
C3 -2.618 -1.994 0.727
H3 -1.888 -1.320 1.178
H4 -2.248 -3.019 0.764
S1 -2.765 -1.537 -1.042
C4 -1.006 -1.474 -1.521
C5 -0.338 -2.848 -1.618
H5 0.272 -2.890 -2.524
H6 -1.105 -3.619 -1.707
C6 0.555 -3.174 -0.415
N1 1.749 -2.358 -0.376
C7 1.824 -1.225 0.356
O1 0.889 -0.843 1.051
C8 3.101 -0.476 0.232
C9 4.318 -1.149 0.180
C10 5.506 -0.454 0.060
C11 5.486 0.930 -0.022
C12 4.292 1.620 0.034
C13 3.087 0.932 0.176
N2 1.865 1.577 0.219
C14 1.558 2.879 -0.035
O2 2.354 3.780 -0.213
C15 0.085 3.093 -0.099
C16 -0.401 4.341 -0.141
S2 -2.073 4.772 -0.332
C17 -2.696 3.113 -0.761
C18 -2.032 2.070 0.125
O3 -0.653 1.935 -0.134
H7 -2.458 1.084 -0.078
H8 -2.191 2.329 1.180
H9 -3.773 3.124 -0.609
H10 -2.469 2.923 -1.810
H11 0.278 5.173 -0.078
H12 1.076 0.973 0.448
H13 4.270 2.695 -0.027
H14 6.411 1.477 -0.123
H15 6.443 -0.989 0.032
H16 4.333 -2.226 0.264
H17 2.491 -2.574 -1.022
H18 0.854 -4.225 -0.454
H19 0.022 -2.988 0.519
H20 -0.504 -0.830 -0.803
H21 -1.020 -0.977 -2.490
H22 -3.849 -2.317 2.435
H23 -4.685 -2.530 0.892
H24 -5.451 -0.468 2.036

Atom charges from the natural (NBO) analysis, given in e for atoms 1 to 6: C -0.6103; H 0.2010; H 0.2092; C -0.4065; C -0.5166; H 0.2236

# C18H24N2O4Ru

A structure of composition C18H24N2O4Ru (wB97M-V/def2-TZVPD, OMol25).

The net charge is +3. The orbital gap (spin up / spin down) is 8.26 / 4.59 eV. The multiplicity is 6. The value obtained for the HOMO energy (spin up / spin down) is -18.7 / -18.9 eV. The expectation value of S² is 8.793.

Element x y z (Å)
Ru1 -0.089 0.315 0.118
C1 -2.634 0.317 -1.996
C2 -3.053 1.131 -0.767
O1 -1.938 1.815 -0.202
C3 -1.584 3.068 -0.796
C4 -0.178 3.455 -0.307
O2 0.774 2.416 -0.528
C5 1.442 2.438 -1.794
C6 2.120 1.079 -1.982
O3 1.184 0.006 -1.912
C7 0.383 -0.220 -3.081
C8 -0.804 -1.108 -2.676
O4 -1.556 -0.543 -1.603
H1 -2.327 0.965 -2.826
H2 -3.481 -0.296 -2.331
H3 -3.404 0.454 0.020
H4 -3.851 1.837 -1.030
H5 -2.293 3.838 -0.462
H6 -1.625 3.009 -1.893
H7 -0.187 3.621 0.777
H8 0.145 4.377 -0.803
H9 2.200 3.232 -1.787
H10 0.730 2.641 -2.602
H11 2.819 0.902 -1.153
H12 2.663 1.050 -2.932
H13 0.983 -0.743 -3.840
H14 0.037 0.728 -3.510
H15 -0.443 -2.068 -2.293
H16 -1.444 -1.281 -3.550
C9 -0.343 0.710 4.512
C10 0.197 -0.453 5.043
C11 0.556 -1.492 4.197
C12 0.416 -1.317 2.816
N1 -0.107 -0.184 2.322
C13 -0.491 0.794 3.129
C14 0.897 -2.286 1.821
C15 1.134 -3.642 2.090
C16 1.645 -4.447 1.086
C17 1.958 -3.901 -0.147
C18 1.668 -2.552 -0.345
N2 1.131 -1.803 0.594
H17 -0.645 1.537 5.140
H18 0.341 -0.549 6.112
H19 0.983 -2.400 4.595
H20 -0.952 1.669 2.672
H21 0.873 -4.062 3.051
H22 1.814 -5.504 1.271
H23 2.418 -4.481 -0.933
H24 1.915 -2.070 -1.282

Atom charges from the natural (NBO) analysis, given in e for atoms 1 to 6: Ru 1.4519; C -0.1069; C -0.0960; O -0.5920; C -0.1085; C -0.0953

# C18H24N2O5

An isolated molecule of C18H24N2O5 (wB97M-V/def2-TZVPD, OMol25).

Its structure (SMILES) is CCOc1ccc(C(=O)NCC(=O)OCC(=O)N2CCCCC2)cc1. The orbital gap is 9.48 eV. The multiplicity is 1. The value obtained for the HOMO energy is -8.7 eV.

Element x y z (Å)
C1 6.383 1.840 -0.991
C2 6.691 0.421 -0.520
O1 5.762 -0.527 -1.010
C3 4.525 -0.615 -0.463
C4 4.079 0.077 0.660
C5 2.795 -0.125 1.127
C6 1.933 -1.024 0.508
C7 2.376 -1.703 -0.628
C8 3.651 -1.498 -1.104
H1 4.003 -2.011 -1.986
H2 1.714 -2.361 -1.172
C9 0.564 -1.179 1.059
O2 -0.028 -0.277 1.623
N1 0.038 -2.433 0.957
H3 0.482 -3.089 0.333
C10 -1.362 -2.648 1.219
C11 -2.167 -2.446 -0.063
O3 -1.709 -2.586 -1.163
O4 -3.424 -2.095 0.210
C12 -4.267 -1.779 -0.897
H4 -5.293 -1.864 -0.534
H5 -4.096 -2.491 -1.710
C13 -4.013 -0.379 -1.486
O5 -3.891 -0.254 -2.689
N2 -3.963 0.656 -0.632
C14 -4.233 0.644 0.789
H6 -4.479 -0.360 1.126
C15 -3.034 1.185 1.571
C16 -2.676 2.584 1.079
C17 -2.419 2.535 -0.424
C18 -3.645 1.977 -1.142
H7 -3.468 1.883 -2.215
H8 -4.507 2.636 -0.980
H9 -2.197 3.531 -0.811
H10 -1.561 1.890 -0.622
H11 -1.787 2.940 1.600
H12 -3.496 3.275 1.290
H13 -3.282 1.206 2.633
H14 -2.171 0.533 1.436
H15 -5.101 1.294 0.970
H16 -1.526 -3.662 1.594
H17 -1.687 -1.925 1.971
H18 2.440 0.415 1.991
H19 4.717 0.774 1.180
H20 6.750 0.375 0.574
H21 7.650 0.094 -0.930
H22 6.362 1.870 -2.077
H23 7.152 2.519 -0.633
H24 5.417 2.172 -0.620

Atom charges from the natural (NBO) analysis, given in e for atoms 1 to 6: C -0.6384; C -0.0632; O -0.4880; C 0.3142; C -0.2709; C -0.1444

# C18H24N2O5S

An isolated molecule of C18H24N2O5S (wB97M-V/def2-TZVPD, OMol25).

Its structure (SMILES) is CCOC(=O)C1CCN(S(=O)(=O)c2ccc3c(c2)CCN3C(C)=O)CC1. The orbital gap is 9.10 eV. The multiplicity is 1. The value obtained for the HOMO energy is -8.7 eV.

Element x y z (Å)
C1 6.798 1.808 -1.216
C2 6.000 2.303 -0.018
H1 5.875 3.387 -0.047
H2 6.492 2.006 0.914
O1 4.671 1.774 -0.025
C3 4.498 0.550 0.481
O2 5.371 -0.105 0.983
C4 3.057 0.106 0.310
C5 2.673 -0.948 1.347
C6 1.256 -1.448 1.081
N1 1.164 -1.962 -0.264
S1 -0.144 -2.949 -0.572
O3 -0.209 -3.909 0.491
O4 -0.017 -3.408 -1.922
C7 -1.556 -1.855 -0.447
C8 -1.945 -1.116 -1.547
C9 -2.983 -0.200 -1.452
C10 -3.612 -0.055 -0.224
C11 -3.218 -0.815 0.883
C12 -2.183 -1.716 0.783
H3 -1.862 -2.325 1.612
C13 -4.070 -0.475 2.069
H4 -3.466 -0.071 2.883
H5 -4.589 -1.356 2.446
C14 -5.051 0.573 1.512
N2 -4.669 0.785 0.118
C15 -5.276 1.681 -0.720
O5 -4.919 1.844 -1.866
C16 -6.420 2.455 -0.108
H6 -6.830 3.114 -0.868
H7 -6.075 3.053 0.733
H8 -7.199 1.781 0.240
H9 -6.084 0.216 1.564
H10 -4.986 1.514 2.064
H11 -3.298 0.381 -2.302
H12 -1.440 -1.282 -2.485
C17 1.469 -0.989 -1.283
C18 2.899 -0.489 -1.098
H13 3.587 -1.328 -1.209
H14 3.129 0.262 -1.854
H15 0.770 -0.137 -1.236
H16 1.354 -1.493 -2.243
H17 0.537 -0.623 1.233
H18 1.000 -2.270 1.749
H19 2.733 -0.531 2.353
H20 3.373 -1.780 1.278
H21 2.414 0.987 0.396
H22 6.916 0.728 -1.162
H23 7.780 2.270 -1.215
H24 6.285 2.062 -2.141

Atom charges from the natural (NBO) analysis, given in e for atoms 1 to 6: C -0.6343; C -0.0766; H 0.1889; H 0.1995; O -0.5104; C 0.8115

# C18H24N2O5S

An isolated molecule of C18H24N2O5S (wB97M-V/def2-TZVPD, OMol25).

Its structure (SMILES) is CCOC(=O)C1CCN(S(=O)(=O)c2ccc3c(c2)CCN3C(C)=O)CC1. The orbital gap is 9.12 eV. The multiplicity is 1. The value obtained for the HOMO energy is -8.7 eV.

Element x y z (Å)
C1 7.323 1.296 -1.166
C2 6.830 1.097 0.259
H1 6.920 2.029 0.825
H2 7.382 0.300 0.761
O1 5.465 0.673 0.282
C3 4.530 1.618 0.191
O2 4.763 2.796 0.119
C4 3.135 1.020 0.186
C5 2.901 0.144 1.422
C6 1.506 -0.473 1.356
N1 1.373 -1.232 0.138
S1 0.141 -2.355 0.106
O3 0.204 -3.084 1.337
O4 0.256 -3.066 -1.134
C7 -1.355 -1.374 0.072
C8 -1.907 -0.931 1.258
C9 -3.024 -0.108 1.254
C10 -3.563 0.251 0.027
C11 -3.002 -0.208 -1.170
C12 -1.890 -1.019 -1.158
H3 -1.441 -1.400 -2.060
C13 -3.785 0.313 -2.338
H4 -4.178 -0.505 -2.943
H5 -3.163 0.935 -2.982
C14 -4.911 1.126 -1.675
N2 -4.673 1.050 -0.235
C15 -5.444 1.675 0.708
O5 -5.208 1.600 1.894
C16 -6.607 2.467 0.160
H6 -7.149 2.898 0.996
H7 -7.278 1.825 -0.408
H8 -6.258 3.267 -0.489
H9 -4.896 2.170 -2.001
H10 -5.894 0.708 -1.911
H11 -3.467 0.241 2.171
H12 -1.464 -1.256 2.186
C17 1.537 -0.446 -1.060
C18 2.933 0.171 -1.075
H13 3.676 -0.625 -1.089
H14 3.053 0.785 -1.969
H15 0.776 0.351 -1.114
H16 1.402 -1.125 -1.902
H17 0.744 0.324 1.408
H18 1.350 -1.170 2.180
H19 2.996 0.738 2.332
H20 3.645 -0.652 1.439
H21 2.426 1.855 0.184
H22 8.378 1.556 -1.154
H23 6.768 2.101 -1.641
H24 7.189 0.384 -1.742

Atom charges from the natural (NBO) analysis, given in e for atoms 1 to 6: C -0.6343; C -0.0744; H 0.1997; H 0.1899; O -0.5152; C 0.8109

# C18H24N4O3S2

A structure of composition C18H24N4O3S2 (wB97M-V/def2-TZVPD, OMol25).

The orbital gap is 7.97 eV. The multiplicity is 1. The value obtained for the HOMO energy is -9.1 eV.

Element x y z (Å)
O1 0.507 -2.883 -1.975
C1 0.852 -1.791 -1.559
N1 1.871 -1.673 -0.674
C2 2.374 -0.472 -0.046
H1 2.027 0.418 -0.570
C3 1.987 -0.328 1.433
C4 2.238 -1.566 2.294
H2 3.281 -1.876 2.219
H3 2.057 -1.285 3.334
C5 1.312 -2.730 1.928
H4 1.116 -3.334 2.817
C6 1.868 -3.652 0.841
H5 1.046 -4.240 0.432
H6 2.594 -4.343 1.274
C7 2.555 -2.899 -0.302
H7 3.580 -2.641 -0.027
H8 2.583 -3.547 -1.183
H9 0.354 -2.323 1.598
H10 0.929 -0.066 1.511
H11 2.558 0.513 1.834
H12 3.468 -0.497 -0.119
C8 0.147 -0.520 -2.012
H13 0.848 0.311 -2.090
C9 -0.937 -0.147 -0.992
N2 -1.649 1.045 -1.383
S1 -0.844 2.444 -0.981
O2 -1.459 3.547 -1.650
O3 0.589 2.309 -1.086
C10 -1.215 2.520 0.771
C11 -0.222 2.688 1.694
C12 -0.501 2.759 3.075
C13 -1.782 2.667 3.549
C14 -2.825 2.497 2.623
N3 -4.132 2.385 2.870
S2 -4.903 2.203 1.475
N4 -3.644 2.249 0.484
C15 -2.541 2.420 1.210
H14 -2.010 2.723 4.601
H15 0.319 2.890 3.763
H16 0.793 2.766 1.337
C16 -2.255 0.976 -2.696
C17 -1.241 0.580 -3.769
C18 -0.525 -0.711 -3.374
H17 -1.233 -1.539 -3.313
H18 0.227 -0.972 -4.121
H19 -1.752 0.455 -4.725
H20 -0.510 1.386 -3.871
H21 -2.674 1.962 -2.892
H22 -3.066 0.243 -2.644
H23 -0.505 0.049 -0.010
H24 -1.658 -0.967 -0.905

Atom charges from the natural (NBO) analysis, given in e for atoms 1 to 6: O -0.6432; C 0.6976; N -0.4475; C -0.2199; H 0.2354; C -0.3974